Record 1
An isolated molecule of C3H7NOS in a non-equilibrium geometry, computed with wB97M-V/def2-TZVPD.

Structure (XYZ):
```
13
Properties=species:S:1:pos:R:3:mulliken_charge:R:1
N -0.94 2.11 0.10 -0.465
C -0.76 0.95 -0.64 0.581
O -0.59 0.87 -1.85 -0.580
C -0.56 -0.33 0.24 -0.611
C 0.70 -1.12 -0.16 -0.618
S 1.12 -2.62 0.74 -0.253
H -0.73 2.86 -0.56 0.262
H -1.22 2.14 1.16 0.266
H -0.23 0.09 1.18 0.242
H -1.61 -0.58 0.32 0.372
H 1.55 -0.47 0.16 0.289
H 0.73 -1.41 -1.26 0.373
H 2.55 -2.49 0.60 0.142
```

Summary:
maximum force: 3.52 eV Å⁻¹
SMILES: NC(=O)CCS
HOMO-LUMO gap: 9.6 eV
E_HOMO: -8.99 eV


Record 2
A structure of composition C38H35ClN6O2PRuSSe2, computed with wB97M-V/def2-TZVPD.

Structure (XYZ):
```
87
Properties=species:S:1:pos:R:3:mulliken_charge:R:1
Ru -0.81 -0.34 0.93 0.097
Se 0.79 -2.17 -0.52 -0.377
P 0.27 -0.93 -2.20 0.413
Se -1.25 0.46 -1.44 -0.443
C -0.36 -1.84 -3.63 0.951
C -1.46 -1.40 -4.35 -0.343
C -1.88 -2.10 -5.47 -0.652
C -1.20 -3.25 -5.87 -0.495
C -0.10 -3.69 -5.15 -0.644
C 0.33 -2.99 -4.03 -0.587
C 1.69 -0.05 -2.90 1.016
C 2.95 -0.12 -2.31 -0.422
C 4.01 0.56 -2.88 -0.646
C 3.82 1.32 -4.02 -0.539
C 2.56 1.40 -4.61 -0.636
C 1.50 0.71 -4.05 -0.610
H -2.01 -0.53 -4.02 0.371
H -2.74 -1.76 -6.03 0.428
H -1.54 -3.80 -6.74 0.388
H 0.42 -4.59 -5.45 0.418
H 1.17 -3.34 -3.46 0.397
H 3.09 -0.70 -1.41 0.262
H 4.99 0.51 -2.42 0.424
H 4.65 1.86 -4.46 0.396
H 2.41 1.99 -5.51 0.410
H 0.52 0.75 -4.52 0.376
C 3.06 -0.88 5.00 -0.590
C 1.81 -1.04 5.58 -0.623
C 0.69 -1.26 4.79 -0.284
C 0.82 -1.34 3.40 0.483
C 2.08 -1.19 2.82 -0.141
C 3.19 -0.96 3.62 -0.531
N -0.30 -1.57 2.56 0.549
N -1.31 -2.21 3.16 -0.991
C -2.40 -2.26 2.35 0.904
C -3.48 -3.09 2.70 -0.435
C -4.61 -3.12 1.91 -0.668
C -4.70 -2.34 0.76 -0.762
C -3.63 -1.52 0.40 0.144
C -2.49 -1.47 1.18 -0.012
H 3.93 -0.70 5.63 0.418
H 1.69 -0.98 6.65 0.374
H -0.29 -1.39 5.22 0.478
H 2.19 -1.26 1.75 -0.005
H 4.16 -0.85 3.16 0.374
H -3.40 -3.69 3.59 0.484
H -5.45 -3.75 2.19 0.407
H -5.59 -2.36 0.14 0.442
H -3.70 -0.92 -0.50 0.395
Cl 5.17 4.48 4.91 -0.230
C 4.13 3.63 3.80 0.303
C 3.09 2.87 4.30 -1.065
C 2.27 2.19 3.41 -0.072
C 2.49 2.28 2.04 0.932
C 3.55 3.03 1.56 -0.321
C 4.38 3.72 2.44 -0.812
C 1.60 1.56 1.06 -0.043
O 1.88 1.53 -0.13 -0.592
O 0.55 1.02 1.61 -0.645
H 2.93 2.80 5.37 0.438
H 1.47 1.56 3.79 0.361
H 3.71 3.07 0.49 0.495
H 5.21 4.31 2.08 0.437
S -2.68 1.64 1.32 -0.321
C -1.84 3.06 0.81 0.242
N -2.30 3.76 -0.23 -0.082
C -1.56 4.85 -0.85 -0.622
C -0.78 5.59 0.22 -0.759
C 0.08 4.60 0.98 -0.291
N -0.76 3.50 1.45 0.040
H -3.08 3.34 -0.71 0.306
H -2.28 5.50 -1.35 0.417
H -0.88 4.45 -1.62 0.275
H -1.47 6.08 0.90 0.330
H -0.15 6.35 -0.24 0.379
H 0.55 5.06 1.85 0.343
H 0.87 4.20 0.34 0.164
H -0.39 2.86 2.13 0.040
N -3.41 -4.95 -0.76 0.121
C -4.22 -4.58 -1.81 -0.818
C -3.51 -3.63 -2.49 -0.347
N -2.31 -3.40 -1.87 0.278
C -2.28 -4.20 -0.84 -0.774
H -3.64 -5.60 -0.03 0.231
H -5.18 -5.02 -1.98 0.409
H -3.79 -3.09 -3.38 0.413
H -1.49 -4.26 -0.11 0.479
```

Summary:
maximum force: 0.38 eV Å⁻¹
HOMO-LUMO gap (spin up / spin down): 6.1 / 6.2 eV
⟨S²⟩: 8.7894
spin multiplicity: 6
E_HOMO (spin up / spin down): -6.09 / -7.80 eV


Record 3
A cluster of 2 separate species, C4H5NO2 in total in a non-equilibrium geometry, computed with wB97M-V/def2-TZVPD.

Structure (XYZ):
```
12
Properties=species:S:1:pos:R:3:mulliken_charge:R:1
O -0.09 -1.30 2.72 -0.455
C 0.09 -0.34 2.01 -0.051
C -0.57 -0.16 0.66 -0.266
C 0.47 -0.72 -0.29 -0.059
O 1.44 -0.10 -0.64 -0.488
H 0.85 0.43 2.26 0.350
H -1.51 -0.72 0.61 0.323
H -0.74 0.90 0.44 0.260
H 0.34 -1.78 -0.57 0.361
C -0.02 1.39 -2.46 0.160
N -1.15 1.34 -2.21 -0.411
H 1.03 1.40 -2.66 0.276
```

Summary:
maximum force: 1.18 eV Å⁻¹
SMILES: O=CCC=O.C#N
HOMO-LUMO gap: 10.4 eV
E_HOMO: -10.20 eV


Record 4
A cluster of 2 separate species, C6H16 in total in a non-equilibrium geometry, computed with wB97M-V/def2-TZVPD.

Structure (XYZ):
```
22
Properties=species:S:1:pos:R:3:mulliken_charge:R:1
C -1.77 -0.92 -1.99 -1.048
C -0.40 -0.28 -1.93 0.503
C -0.46 1.05 -2.72 -0.990
H -2.10 -1.19 -0.92 0.228
H -2.61 -0.53 -2.58 0.329
H -1.74 -1.89 -2.54 0.277
H 0.41 -0.89 -2.48 0.315
H -0.09 0.14 -0.88 -0.428
H -1.49 1.11 -2.91 0.259
H 0.06 1.05 -3.68 0.258
H -0.11 1.93 -2.12 0.274
C 0.84 1.29 2.23 -0.887
C 1.49 -0.09 2.25 -0.150
C 0.62 -1.25 2.38 -0.737
H -0.01 1.48 3.00 0.270
H 0.50 1.50 1.17 0.064
H 1.38 2.29 2.35 0.315
H 2.17 -0.04 1.26 0.180
H 2.15 0.05 3.08 0.318
H -0.01 -1.37 3.25 0.346
H -0.03 -1.27 1.39 0.041
H 1.23 -2.19 2.38 0.263
```

Summary:
maximum force: 4.46 eV Å⁻¹
SMILES: CCC.CCC
HOMO-LUMO gap: 11.8 eV
E_HOMO: -10.76 eV


Record 5
A structure of composition C24H37I2N3O2PW in a non-equilibrium geometry, computed with wB97M-V/def2-TZVPD.

Structure (XYZ):
```
70
Properties=species:S:1:pos:R:3:mulliken_charge:R:1
W -0.33 -1.37 -0.34 1.259
C -4.97 -3.80 0.71 -0.851
O -3.50 -3.82 0.67 -0.291
C -2.82 -2.80 0.36 0.886
O -1.55 -2.87 0.32 -0.713
N -3.37 -1.60 0.06 -0.371
N -2.47 -0.55 -0.20 -0.647
H -5.24 -4.81 0.98 0.264
H -5.35 -3.55 -0.28 0.394
H -5.29 -3.11 1.49 0.382
H -4.36 -1.40 0.12 0.296
H -2.57 0.17 0.52 0.435
H -2.70 -0.11 -1.10 0.436
C 2.57 -1.25 2.69 -1.142
C 1.90 0.09 2.38 0.903
C 1.96 1.03 3.58 -1.446
P 0.20 -0.04 1.67 0.804
C -1.09 -0.39 2.96 1.229
C -0.66 -1.61 3.79 -1.735
C -1.51 0.77 3.87 -1.655
C -0.09 1.56 0.83 0.015
C -0.31 2.81 1.42 -0.296
C -0.38 3.97 0.66 0.147
C -0.59 5.31 1.30 -1.662
C -0.24 3.87 -0.73 -0.882
C -0.03 2.66 -1.35 -1.094
C 0.04 1.51 -0.57 -0.006
N 0.25 0.23 -1.11 0.703
C 0.94 -0.04 -2.35 -0.412
C 2.26 0.44 -2.51 1.284
C 3.00 1.19 -1.45 -1.250
C 2.88 0.19 -3.73 -0.963
C 2.26 -0.52 -4.76 0.524
C 2.95 -0.76 -6.06 -1.570
C 0.98 -1.03 -4.53 -1.066
C 0.31 -0.81 -3.35 1.022
C -1.06 -1.40 -3.17 -0.815
H 3.56 -1.04 3.12 0.476
H 2.74 -1.86 1.81 0.002
H 2.02 -1.84 3.42 0.197
H 2.45 0.56 1.55 -0.044
H 1.52 0.58 4.47 0.344
H 1.48 1.99 3.39 0.294
H 3.01 1.23 3.82 0.466
H -1.97 -0.69 2.38 -0.080
H 0.15 -1.36 4.47 0.330
H -0.34 -2.45 3.17 0.389
H -1.50 -1.94 4.40 0.483
H -0.68 1.15 4.46 0.296
H -2.27 0.40 4.56 0.488
H -1.95 1.59 3.31 0.413
H -0.39 2.90 2.50 0.334
H -0.69 5.23 2.38 0.389
H -1.49 5.79 0.91 0.388
H 0.25 5.97 1.08 0.388
H -0.29 4.77 -1.33 0.508
H 0.09 2.59 -2.43 0.662
H 2.64 0.94 -0.45 -0.269
H 2.89 2.26 -1.58 0.385
H 4.06 0.96 -1.49 0.605
H 3.88 0.57 -3.88 0.501
H 3.92 -0.26 -6.10 0.404
H 2.34 -0.39 -6.89 0.386
H 3.11 -1.82 -6.22 0.362
H 0.50 -1.62 -5.31 0.543
H -1.29 -2.11 -3.95 0.501
H -1.86 -0.65 -3.13 0.242
H -1.14 -2.06 -2.26 0.203
I 1.83 -3.02 -0.43 0.270
I 1.39 -4.55 -2.56 0.030
```

Summary:
maximum force: 1.48 eV Å⁻¹
HOMO-LUMO gap (spin up / spin down): 6.3 / 6.3 eV
E_HOMO (spin up / spin down): -16.80 / -16.79 eV
net charge: +3


Record 6
A structure of composition C34H28F4NO2PPbS in a non-equilibrium geometry, computed with wB97M-V/def2-TZVPD.

Structure (XYZ):
```
72
Properties=species:S:1:pos:R:3:mulliken_charge:R:1
Pb -0.51 -0.10 0.05 2.121
S -1.41 -0.41 4.87 -0.226
C -0.98 1.20 4.47 -0.386
C -0.68 1.40 3.16 -0.955
C -0.79 0.23 2.36 0.016
C -1.12 -0.87 3.15 -0.058
C -1.26 -2.25 2.63 1.373
C -1.87 -3.24 3.42 -0.906
C -1.95 -4.56 2.93 -0.433
C -1.45 -4.83 1.67 -0.807
C -0.78 -3.81 1.01 -0.243
N -0.68 -2.55 1.44 0.028
H -1.02 1.99 5.21 0.437
H -0.35 2.33 2.74 0.416
H -2.38 -2.99 4.37 0.268
H -2.35 -5.40 3.53 0.379
H -1.56 -5.78 1.19 0.435
H -0.29 -4.05 0.06 0.403
F 9.07 -2.60 0.36 -0.248
C 8.74 -1.28 0.56 0.816
F 9.36 -0.54 -0.44 -0.285
F 9.28 -0.90 1.74 -0.240
C 7.25 -1.05 0.51 0.229
C 6.62 -0.23 -0.45 -0.505
C 5.29 0.04 -0.39 -0.405
C 4.44 -0.60 0.52 0.417
C 5.03 -1.48 1.44 -0.424
C 6.40 -1.68 1.46 -0.838
C 3.04 -0.42 0.44 0.265
C 1.83 -0.24 0.22 -1.313
H 7.25 0.22 -1.26 0.362
H 4.80 0.70 -1.10 0.471
H 4.37 -1.98 2.15 0.442
H 6.83 -2.40 2.14 0.355
F -0.32 -1.94 -6.19 -0.313
C -0.46 -1.79 -4.83 0.519
C -1.62 -1.19 -4.34 -0.700
C -1.65 -0.86 -2.95 0.041
C -0.58 -1.07 -2.09 -0.440
C 0.52 -1.75 -2.62 -0.229
C 0.59 -2.17 -3.95 -0.777
H -2.48 -0.93 -5.00 0.385
H -2.56 -0.41 -2.57 0.326
H 1.32 -1.95 -1.91 0.356
H 1.43 -2.73 -4.34 0.402
C 2.20 3.63 -0.18 -1.122
P 0.50 2.99 -0.61 0.968
C -0.64 4.36 -0.14 -1.032
C 0.52 3.20 -2.43 -1.522
H 2.71 4.11 -1.05 0.381
H 2.79 2.75 0.16 0.137
H 2.19 4.35 0.64 0.407
H -0.47 4.67 0.91 0.391
H -1.67 4.03 -0.28 -0.001
H -0.49 5.23 -0.80 0.418
H 0.83 4.22 -2.73 0.446
H -0.48 3.02 -2.82 0.370
H 1.17 2.47 -2.92 0.360
O -3.39 -0.85 0.21 -0.765
C -3.57 0.38 0.03 0.610
O -2.63 1.27 -0.09 -0.635
C -5.00 0.88 -0.09 0.094
C -5.26 2.21 -0.39 -0.032
C -6.59 2.64 -0.56 -0.653
C -7.65 1.75 -0.42 -0.279
C -7.39 0.40 -0.16 -0.542
C -6.09 -0.01 0.05 -0.241
H -4.39 2.87 -0.48 0.315
H -6.76 3.67 -0.88 0.356
H -8.68 2.07 -0.57 0.356
H -8.22 -0.31 -0.04 0.351
H -5.88 -1.07 0.29 0.328
```

Summary:
maximum force: 2.64 eV Å⁻¹
HOMO-LUMO gap: 7.5 eV
E_HOMO: -8.54 eV


Record 7
A structure of composition C21H34PSc in a non-equilibrium geometry, computed with wB97M-V/def2-TZVPD.

Structure (XYZ):
```
57
Properties=species:S:1:pos:R:3:mulliken_charge:R:1
C 1.65 2.55 -0.81 -0.594
H 2.47 3.19 -0.45 0.431
H 2.01 2.03 -1.71 0.258
H 1.51 1.77 -0.01 -0.032
C 0.43 3.42 -1.07 0.118
H -0.44 2.83 -1.38 0.224
H 0.13 3.91 -0.13 0.265
C 0.65 4.53 -2.12 -1.489
H -0.27 5.10 -2.26 0.390
H 1.43 5.23 -1.80 0.366
H 0.95 4.12 -3.10 0.368
C -0.96 -2.06 -0.16 0.381
C -1.59 -1.18 -1.11 0.773
C -0.61 -0.79 -2.09 0.606
C 0.63 -1.39 -1.73 0.392
C 0.43 -2.15 -0.52 0.833
C 1.43 -3.03 0.11 -1.476
C 1.89 -1.32 -2.52 -1.524
C -0.87 0.03 -3.31 -1.521
C -3.04 -0.85 -1.15 -1.577
C -1.62 -2.72 1.01 -1.139
Sc -0.02 0.04 -0.01 0.033
H 2.76 -1.63 -1.93 0.387
H 1.84 -1.98 -3.40 0.364
H 2.10 -0.31 -2.90 0.288
H 2.44 -2.73 -0.17 0.373
H 1.36 -2.99 1.21 0.315
H 1.27 -4.08 -0.19 0.332
H -2.46 -2.11 1.39 0.314
H -2.05 -3.71 0.74 0.394
H -0.89 -2.91 1.82 0.340
H -3.22 0.04 -1.77 0.398
H -3.61 -1.70 -1.57 0.341
H -3.44 -0.64 -0.15 0.329
H -0.06 0.75 -3.52 0.335
H -0.94 -0.62 -4.20 0.352
H -1.80 0.60 -3.24 0.376
C -2.46 -0.15 3.57 -1.357
P -1.17 0.26 2.30 1.460
C -1.66 2.00 1.89 -1.707
C 0.29 0.25 3.42 0.615
C 0.99 -0.98 3.56 -0.245
C 1.97 -1.12 4.54 -0.701
C 2.29 -0.06 5.40 -0.539
C 1.59 1.16 5.26 -0.652
C 0.60 1.31 4.28 -0.748
H -3.48 -0.09 3.18 0.428
H -2.36 0.58 4.38 0.491
H -2.35 -1.16 3.99 0.425
H -1.92 2.51 2.82 0.546
H -0.90 2.59 1.35 0.469
H -2.54 1.91 1.23 0.473
H 0.72 -1.83 2.94 0.145
H 2.48 -2.08 4.67 0.423
H 3.05 -0.17 6.18 0.417
H 1.81 1.97 5.95 0.416
H 0.04 2.25 4.21 0.319
```

Summary:
maximum force: 1.58 eV Å⁻¹
HOMO-LUMO gap: 7.9 eV
E_HOMO: -15.30 eV
net charge: +2


Record 8
A cluster of 3 separate species, C4H14NO in total in a non-equilibrium geometry, computed with wB97M-V/def2-TZVPD.

Structure (XYZ):
```
20
Properties=species:S:1:pos:R:3:mulliken_charge:R:1
C -2.13 0.82 1.75 -0.739
C -2.56 -0.54 1.22 -0.598
N 1.31 -1.30 -1.36 -0.158
C 2.17 -0.17 -1.75 -0.283
C 1.42 1.11 -1.41 -0.712
H -1.59 1.45 1.02 0.210
H -1.37 0.69 2.55 0.209
H -2.92 1.43 2.21 0.337
H -1.60 -1.12 1.11 0.153
H -3.29 -1.05 1.86 0.292
H -2.96 -0.58 0.20 0.272
H 1.74 -2.18 -1.56 0.326
H 2.40 -0.25 -2.83 0.377
H 3.12 -0.20 -1.24 0.326
H 0.96 0.84 -0.49 0.157
H 2.06 1.97 -1.55 0.375
H 0.62 1.27 -2.13 0.311
H 1.02 -1.22 -0.33 0.345
H 1.12 -0.47 1.73 0.298
O 0.46 -0.50 1.01 -0.497
```

Summary:
maximum force: 3.16 eV Å⁻¹
HOMO-LUMO gap: 4.2 eV
E_HOMO: -14.57 eV
net charge: +1


Record 9
A structure of composition C24H25FeN6O2PS4Te in a non-equilibrium geometry, computed with wB97M-V/def2-TZVPD.

Structure (XYZ):
```
64
Properties=species:S:1:pos:R:3:mulliken_charge:R:1
Fe -0.12 1.19 -0.90 -0.196
C -3.85 -1.38 4.59 -1.207
C -3.84 -1.40 3.08 -0.289
O -2.62 -0.75 2.63 -0.214
P -1.86 -1.27 1.32 0.480
S -0.36 0.09 1.20 -0.251
S -3.08 -1.78 -0.10 -0.413
O -1.17 -2.63 1.82 -0.266
C -0.17 -2.62 2.86 -0.191
C -0.33 -3.89 3.66 -1.340
H -4.77 -1.85 4.96 0.386
H -3.81 -0.36 4.96 0.292
H -2.99 -1.93 4.98 0.244
H -4.68 -0.85 2.67 0.303
H -3.89 -2.41 2.69 0.381
H -0.30 -1.74 3.49 0.410
H 0.81 -2.56 2.40 0.307
H -1.33 -3.95 4.10 0.287
H 0.41 -3.91 4.47 0.394
H -0.17 -4.77 3.02 0.305
S 5.12 -4.10 -0.30 0.108
N 5.22 -2.52 0.02 -0.665
C 4.10 -2.01 -0.42 0.813
C 3.73 -0.60 -0.35 0.588
C 4.54 0.38 0.23 -0.603
C 4.11 1.67 0.25 -0.905
C 2.86 1.97 -0.29 0.344
N 2.08 1.04 -0.84 -0.175
C 2.50 -0.22 -0.88 -0.064
C 1.59 -1.21 -1.50 -0.375
N 0.42 -0.75 -1.98 0.031
C -0.43 -1.62 -2.50 -0.049
C -0.19 -2.99 -2.56 -0.768
C 1.00 -3.46 -2.08 -0.734
C 1.92 -2.55 -1.55 0.778
C 3.22 -2.96 -1.01 0.802
N 3.68 -4.18 -1.01 -0.659
H 5.50 0.08 0.65 0.530
H 4.70 2.47 0.68 0.472
H 2.47 2.98 -0.30 -0.023
H -1.36 -1.22 -2.88 0.206
H -0.95 -3.65 -2.95 0.438
H 1.25 -4.51 -2.10 0.521
C -2.48 1.04 -3.74 -1.428
C -3.02 1.29 -2.37 0.136
N -2.32 1.42 -1.25 1.568
C -3.23 1.68 -0.23 -0.961
C -4.48 1.70 -0.74 -0.571
N -4.33 1.45 -2.09 -0.026
H -1.40 0.97 -3.69 0.128
H -2.73 1.85 -4.41 0.427
H -2.87 0.10 -4.15 0.366
H -2.90 1.83 0.79 0.477
H -5.45 1.85 -0.28 0.426
H -5.07 1.37 -2.76 0.194
Te -0.34 3.65 -1.54 -0.368
C 1.41 4.82 -1.37 -0.052
C 1.90 5.42 -0.24 -0.379
C 3.09 6.19 -0.48 -0.508
C 3.48 6.16 -1.78 -0.495
S 2.41 5.20 -2.71 -0.139
H 1.42 5.33 0.73 0.425
H 3.62 6.74 0.30 0.362
H 4.33 6.65 -2.24 0.382
```

Summary:
maximum force: 1.13 eV Å⁻¹
HOMO-LUMO gap (spin up / spin down): 6.2 / 6.5 eV
⟨S²⟩: 6.0133
spin multiplicity: 5
E_HOMO (spin up / spin down): -6.96 / -7.24 eV